1.
C35H74FGaNO10 | ωB97M-V with the def2-TZVPD basis set

Results
Kohn-Sham gap: 5.57 eV
highest occupied orbital energy: -0.14598 Eh

Structure (ORCA input):
```
! RIJCOSX wB97M-V def2-TZVPD def2/J DEFGRID3
* xyz -1 1
C -0.55895 -3.63262 1.48163
C -1.39285 -4.77824 0.89014
F -1.94798 -4.25428 -0.34190
Ga -2.93602 -5.37450 2.14473
C -4.68911 -4.69574 1.31302
C -5.18561 -3.38363 1.95179
C -4.10352 -2.30405 1.98632
N -4.68493 -0.94342 2.08046
H -0.40481 -2.87507 0.71085
H -1.06179 -3.19347 2.34313
H 0.42074 -4.00142 1.78420
H -0.74216 -5.60603 0.59718
H -3.01779 -6.97380 2.34126
H -2.64485 -4.71030 3.59951
H -5.49482 -5.43136 1.38256
H -4.51602 -4.47135 0.25460
H -5.59987 -3.54910 2.95110
H -5.98431 -2.95398 1.33152
H -3.43010 -2.46875 2.82717
H -3.54673 -2.37902 1.04813
H -4.51317 -0.39725 1.25261
H -4.37935 -0.44531 2.90015
C -3.49856 -0.76793 -4.16395
C -4.02300 -1.54736 -2.97540
O -5.20069 -1.51568 -2.69076
C -3.01092 -2.33678 -2.18931
H -4.32094 -0.23704 -4.64194
H -2.74851 -0.04765 -3.83225
H -3.04106 -1.44944 -4.88029
H -2.24604 -1.66500 -1.79730
H -2.53524 -3.07799 -2.82167
H -3.49924 -2.84051 -1.36112
C 1.06386 -1.62978 -5.47137
C 0.48453 -2.42067 -4.31920
O -0.70077 -2.43549 -4.09398
C 1.45358 -3.18972 -3.45413
H 0.26220 -1.12507 -6.00640
H 1.77044 -0.88673 -5.09693
H 1.58932 -2.29718 -6.15657
H 2.17408 -2.50685 -3.00010
H 1.99552 -3.92100 -4.05723
H 0.90616 -3.70440 -2.66740
C 4.18808 -1.96875 2.87281
C 2.97528 -1.41648 2.15339
O 2.10779 -2.14923 1.74006
C 2.89493 0.08096 1.98484
H 4.09864 -3.05215 2.92809
H 5.09846 -1.70257 2.33947
H 4.24222 -1.56052 3.88362
H 3.75206 0.44573 1.42065
H 2.89437 0.57168 2.95764
H 1.97723 0.33175 1.45659
C 7.82690 1.08571 0.22380
C 7.39871 0.35642 1.47504
O 6.24839 0.35112 1.84086
C 8.47756 -0.36695 2.24691
H 6.96143 1.56020 -0.23220
H 8.56737 1.84861 0.47003
H 8.26969 0.38467 -0.48578
H 9.24358 0.33917 2.57178
H 8.94559 -1.12436 1.61595
H 8.03992 -0.84752 3.11872
C -4.63119 -11.00812 0.88247
C -4.84042 -9.68343 1.59374
O -4.49253 -9.53483 2.73696
C -5.51938 -8.60355 0.78338
H -4.14433 -11.70856 1.55773
H -5.59158 -11.42031 0.56623
H -4.00441 -10.86448 0.00053
H -6.51449 -8.96751 0.51275
H -4.94494 -8.38341 -0.11707
H -5.61573 -7.68877 1.36149
C 1.26356 3.11707 3.79828
C 2.55935 3.73546 3.33765
O 3.23369 3.22968 2.47002
C 2.97499 5.02018 4.01595
H 1.07174 2.20566 3.23716
H 1.32223 2.88741 4.86212
H 0.43954 3.81470 3.63758
H 3.09533 4.84706 5.08481
H 2.21318 5.78673 3.86283
H 3.91797 5.36273 3.59376
C -5.44724 2.04607 -6.67948
C -4.08549 2.59525 -7.02872
O -3.39091 2.07866 -7.87401
C -3.62714 3.80700 -6.25827
H -5.64986 1.16642 -7.28609
H -5.46767 1.76610 -5.62515
H -6.22477 2.78943 -6.86339
H -3.58822 3.57843 -5.19286
H -4.31234 4.64187 -6.41882
H -2.63158 4.09089 -6.58938
C 1.45115 4.61029 9.06549
C 2.34481 3.76230 8.19409
O 2.18919 3.70368 6.99652
C 3.43981 2.98882 8.88629
H 0.70890 5.11024 8.44809
H 0.94380 3.98434 9.80106
H 2.04460 5.35868 9.59332
H 3.00809 2.30109 9.61495
H 4.11015 3.67446 9.40735
H 4.00572 2.42210 8.15101
C 0.55202 4.49590 -5.26725
C -0.08174 3.69186 -4.16229
O -1.26452 3.75687 -3.91694
C 0.83861 2.79934 -3.36483
H -0.20869 5.09816 -5.76048
H 1.31416 5.15087 -4.84587
H 1.01303 3.83197 -6.00097
H 1.61736 3.39926 -2.89044
H 1.31258 2.06904 -4.02307
H 0.26922 2.27573 -2.60038
C 2.64698 7.40299 -1.43201
C 2.29349 7.51979 -2.89393
O 2.40202 6.58106 -3.64840
C 1.79519 8.86177 -3.37140
H 2.98860 6.39321 -1.21819
H 3.43817 8.11135 -1.18089
H 1.77273 7.62329 -0.81754
H 2.55339 9.62653 -3.19528
H 0.88873 9.13712 -2.83023
H 1.57612 8.81159 -4.43520
*
```

These are the Mulliken partial charges, in e, on atoms 1 to 6: -0.96, -0.04, -0.27, 0.20, -0.61, -0.77

=====

2.
C19H13ClF6N2O2 | ωB97M-V with the def2-TZVPD basis set

Results
SMILES: O=C(C[C@H]1CC(c2cc(C(F)(F)F)cc(C(F)(F)F)c2)=NO1)Nc1ccc(Cl)cc1
Kohn-Sham gap: 7.96 eV
highest occupied orbital energy: -0.31331 Eh

Structure (ORCA input):
```
! RIJCOSX wB97M-V def2-TZVPD def2/J DEFGRID3
* xyz 0 1
O 0.48684 -2.21647 3.80196
C 0.85167 -1.53133 2.89154
C -0.27965 -0.88358 2.08844
C -0.06794 -1.07172 0.57643
C -1.33470 -0.72018 -0.17685
C -0.96225 0.45158 -1.02487
C -1.80221 1.11186 -2.01733
C -1.37598 2.31261 -2.67013
C -2.16294 3.00760 -3.60837
C -1.73252 4.36243 -4.23173
F -0.36979 4.54319 -4.27067
F -2.28486 5.35981 -3.46381
F -2.19428 4.39645 -5.50846
C -3.43994 2.47216 -3.92942
C -3.89116 1.27645 -3.34572
C -5.29731 0.67309 -3.72408
F -5.11386 -0.63372 -4.07284
F -6.13655 0.69093 -2.67779
F -5.90393 1.38966 -4.73951
C -3.06803 0.64149 -2.40400
N 0.29572 0.76295 -0.86540
O 0.91076 -0.14026 0.07887
N 2.18546 -1.23608 2.63174
C 3.35087 -1.72372 3.32311
C 3.40057 -2.39879 4.56875
C 4.65087 -2.78710 5.09125
C 5.82180 -2.56471 4.29086
Cl 7.38966 -3.14107 4.84517
C 5.74050 -1.84399 3.12271
C 4.55268 -1.43048 2.62609
H -0.27111 0.19110 2.30293
H -1.23739 -1.35236 2.41993
H 0.24581 -2.08305 0.29915
H -2.16757 -0.45150 0.46734
H -1.65060 -1.52455 -0.85507
H -0.40250 2.68308 -2.39574
H -4.07935 2.99338 -4.63752
H -3.40685 -0.30892 -2.00066
H 2.34141 -0.75437 1.79458
H 2.52323 -2.59078 5.14950
H 4.69335 -3.30605 6.04555
H 6.66691 -1.63712 2.58472
H 4.52513 -0.98794 1.61934
*
```

These are the Mulliken partial charges, in e, on atoms 1 to 6: -0.60, 0.44, -0.73, 0.24, -0.99, 0.58

=====

3.
C2H5NP2 | ωB97M-V with the def2-TZVPD basis set

Results
Kohn-Sham gap: 6.87 eV
highest occupied orbital energy: -0.27704 Eh
ΔE to the lowest compared entry with this formula, charge and spin: 308.67 kJ/mol

Structure (ORCA input):
```
! RIJCOSX wB97M-V def2-TZVPD def2/J DEFGRID3
* xyz 0 1
C 0.89254 0.40967 -1.67060
C -0.50314 -0.52532 1.52906
N 1.73574 1.09517 -0.97936
P 2.43039 1.96320 0.04722
P -1.01088 -0.07382 -0.04482
H 0.22576 0.94747 -2.31957
H 1.11497 -0.71167 -1.68915
H -0.40229 -1.65451 1.61569
H 0.08600 0.18315 1.99744
H -0.97226 1.22710 0.07629
*
```

These are the Mulliken partial charges, in e, on atoms 1 to 6: -0.66, -0.58, 0.15, -0.14, -0.01, 0.39

=====

4.
C16H54N8O11 | ωB97M-V with the def2-TZVPD basis set

Results
SMILES: NC(N)=O.NC(N)=O.NC(N)=O.NC(N)=O.CCO.CCO.CCO.CCO.CCO.CO.CO
Kohn-Sham gap: 8.34 eV
highest occupied orbital energy: -0.31436 Eh
ΔE to the lowest compared entry with this formula, charge and spin: 499.68 kJ/mol

Structure (ORCA input):
```
! RIJCOSX wB97M-V def2-TZVPD def2/J DEFGRID3
* xyz 0 1
N 3.67809 -1.79760 0.10979
C 3.43059 -0.73223 0.82032
N 4.29179 -0.59445 1.76487
O 2.33554 0.12700 0.61654
H 3.28616 -2.00279 -0.79772
H 4.26288 -2.53859 0.51307
H 4.30196 0.19455 2.43900
H 5.26030 -0.95983 1.59704
N 1.36486 -1.14286 3.04676
C 0.16664 -0.80298 2.70795
N -0.00564 0.46213 2.55557
O -0.89208 -1.71462 2.65432
H 1.52830 -2.19377 2.87062
H 2.13395 -0.49619 2.90382
H -0.90021 0.66804 2.17367
H 0.69057 1.22626 2.49978
N 1.80328 2.56976 2.50174
C 0.98180 3.55860 2.34965
N 0.60025 3.74007 1.13344
O 0.60999 4.38852 3.36232
H 2.10647 2.34037 3.45721
H 2.16214 2.06424 1.68542
H -0.17901 4.44659 1.05994
H 1.12480 3.27283 0.34313
N 2.36687 -5.32511 -1.83413
C 1.91843 -4.10620 -1.77536
N 0.62706 -4.06048 -1.51655
O 2.66209 -3.02483 -2.02586
H 3.34088 -5.34105 -2.07387
H 1.71625 -6.12153 -1.82588
H 0.30405 -3.11942 -1.38163
H -0.06187 -4.76709 -1.41007
C -4.67071 2.47880 -1.35942
C -5.98913 1.74525 -1.32510
O -6.12076 1.27567 0.00472
H -4.53044 3.14632 -2.19737
H -3.83500 1.75966 -1.36210
H -4.57130 3.20420 -0.51884
H -6.14572 0.88901 -2.01165
H -6.80245 2.42921 -1.52190
H -5.35857 0.71797 0.15486
C 5.10433 2.49305 -0.32050
C 3.87900 2.90309 -1.12003
O 2.76922 2.53181 -0.34787
H 5.06617 2.80740 0.76043
H 6.02513 2.87482 -0.78379
H 5.24502 1.38451 -0.32080
H 3.97965 2.46951 -2.18038
H 3.83307 3.96903 -1.19428
H 2.83629 1.60936 -0.19424
C -1.76217 4.71057 -1.20482
C -2.45564 5.42772 -0.09814
O -1.53947 5.39646 0.93110
H -0.74686 5.08604 -1.43172
H -2.41269 4.67392 -2.06143
H -1.61119 3.60634 -0.91523
H -3.33416 4.86597 0.21749
H -2.84942 6.43808 -0.32817
H -2.04004 5.66871 1.72988
C -0.25772 0.80223 -1.22752
C 0.33870 -0.66386 -1.50192
O 0.06893 -1.52004 -0.45742
H -0.20249 1.04735 -0.11558
H -1.32547 0.84404 -1.51311
H 0.39226 1.57442 -1.71502
H 1.42029 -0.69264 -1.67425
H -0.11365 -1.02079 -2.43133
H 0.50033 -1.27218 0.29440
C -2.53363 -3.64230 -2.64545
C -2.50975 -3.89354 -1.15545
O -1.92021 -5.16809 -1.06538
H -3.18620 -4.33069 -3.19122
H -1.55836 -3.67124 -2.99778
H -2.77805 -2.58975 -2.81484
H -3.54747 -3.82131 -0.79985
H -1.84639 -3.21212 -0.67461
H -1.86330 -5.43209 -0.14853
C -3.05934 -0.90083 0.39468
O -4.14557 -0.22001 1.02686
H -3.24609 -1.15410 -0.65139
H -2.74671 -1.76129 0.90830
H -2.16968 -0.28092 0.39231
H -3.82869 0.10744 1.82667
C 1.75138 -3.87435 1.44026
O 1.88961 -3.86746 2.81426
H 1.07534 -4.69034 1.14272
H 2.71851 -3.84553 0.91387
H 1.20901 -3.02034 1.18957
H 2.49505 -4.60947 2.91111
*
```

These are the Mulliken partial charges, in e, on atoms 1 to 6: -0.24, -0.19, -0.20, -0.04, 0.11, 0.22

=====

5.
C32H102N8O15 | ωB97M-V with the def2-TZVPD basis set

Results
Kohn-Sham gap: 8.15 eV
highest occupied orbital energy: -0.29473 Eh
ΔE to the lowest compared entry with this formula, charge and spin: 73.40 kJ/mol

Structure (ORCA input):
```
! RIJCOSX wB97M-V def2-TZVPD def2/J DEFGRID3
* xyz 0 1
O -4.75123 -4.36049 2.05757
H -4.73042 -4.48328 1.10851
H -5.55042 -4.80540 2.33965
O -5.01725 -1.83387 -1.13404
H -4.31832 -1.46004 -1.67068
H -5.17449 -1.17856 -0.45427
O -6.17557 -1.91376 1.92633
H -6.90646 -2.21446 2.46632
H -5.56728 -2.65270 1.91275
O -3.56465 -0.08023 -3.00328
H -3.75935 -0.62966 -3.76252
H -4.02697 0.73998 -3.17572
O -5.51806 0.35324 0.78177
H -5.38501 1.07512 1.39611
H -5.87182 -0.35624 1.31815
O 2.33343 -0.88882 -3.87348
H 1.85613 -0.78490 -3.05030
H 2.75839 -1.74322 -3.79828
O -1.38644 1.33935 -3.14721
H -1.78745 2.18590 -3.34408
H -2.10809 0.71303 -3.20356
C 1.73155 2.60825 -5.59527
C 1.06195 1.45057 -6.42755
C 1.96710 0.58196 -7.30787
O 2.89477 1.29568 -8.08072
C 3.66507 0.53503 -8.91625
N 0.35591 0.62690 -5.42852
H 2.32994 3.26579 -6.22588
H 2.43323 2.19891 -4.86852
H 1.01296 3.26064 -5.09918
H 0.35736 1.92300 -7.11199
H 1.32248 0.11020 -8.04951
H 2.42334 -0.23012 -6.74177
H 4.28898 -0.15817 -8.35210
H 4.36760 1.10796 -9.52147
H 3.09496 -0.07361 -9.61813
H -0.29192 1.05401 -4.78199
H 1.03942 0.14708 -4.86044
C -2.34375 3.78323 -0.26680
C -3.37565 2.82358 0.35719
C -4.00830 3.34452 1.63350
O -4.70226 2.29331 2.38303
C -5.33401 2.80386 3.57336
N -4.41845 2.49506 -0.59459
H -2.81632 4.74448 -0.46879
H -2.06652 3.36909 -1.23620
H -1.48087 3.93305 0.38211
H -2.92639 1.85272 0.56624
H -4.66527 4.19692 1.46057
H -3.19602 3.70938 2.26213
H -4.57058 3.02885 4.31810
H -5.87314 2.06181 4.16225
H -5.91104 3.70486 3.36522
H -5.11207 1.82795 -0.28812
H -4.00245 2.05024 -1.40031
C 0.17289 -5.89786 -1.30265
C 0.49723 -5.47719 0.13537
C 1.83032 -4.72507 0.18202
O 2.90092 -5.44020 -0.41450
C 4.15547 -4.80241 -0.11666
N -0.59259 -4.81170 0.88527
H -0.84333 -6.28747 -1.24262
H 0.71302 -6.78868 -1.62329
H 0.26933 -5.11809 -2.05815
H 0.60286 -6.41068 0.68812
H 2.03459 -4.70479 1.25252
H 1.84832 -3.66298 -0.06243
H 4.37655 -5.20842 0.87046
H 4.10374 -3.71599 -0.04524
H 4.77219 -5.14865 -0.94604
H -0.61544 -3.89618 0.45934
H -0.24451 -4.47981 1.77342
C 4.58107 1.85955 -1.80460
C 4.21466 0.59194 -1.05403
C 5.49590 -0.24382 -0.90180
O 5.33078 -1.59027 -0.41492
C 6.46110 -2.19754 0.17546
N 3.52184 1.00305 0.15318
H 5.42427 2.35061 -1.31883
H 3.75558 2.57135 -1.80788
H 4.84374 1.65860 -2.84321
H 3.44951 0.08242 -1.63972
H 6.26814 0.31211 -0.37011
H 5.94208 -0.46300 -1.87184
H 7.29389 -2.18151 -0.52761
H 6.28333 -3.17153 0.63134
H 6.80958 -1.59301 1.01284
H 3.46072 0.16956 0.72034
H 4.10436 1.70268 0.59052
C 1.71066 -0.36200 3.34496
C 1.78843 -1.89899 3.07832
C 2.62673 -2.68127 4.10733
O 3.91450 -2.15048 4.14679
C 4.88527 -2.73158 3.31677
N 0.46986 -2.51946 2.99357
H 1.15237 -0.10993 4.24655
H 1.24826 0.11656 2.48168
H 2.71100 0.07029 3.36808
H 2.22628 -1.97287 2.08287
H 2.69269 -3.75644 3.94073
H 2.12526 -2.61972 5.07317
H 5.76101 -2.08474 3.36923
H 4.58472 -2.82191 2.27292
H 5.27904 -3.66872 3.71026
H 0.09434 -2.49497 3.93084
H -0.10360 -1.99402 2.34924
C 0.11474 8.08512 -0.47694
C 0.24252 7.28764 -1.74605
C -0.52451 5.93383 -1.69060
O -0.03776 4.92453 -2.57941
C 0.97411 4.06702 -1.99412
N -0.23026 8.12955 -2.84815
H -0.93230 8.28510 -0.24933
H 0.61301 9.05420 -0.45040
H 0.50735 7.54953 0.38741
H 1.25602 6.92424 -1.91597
H -1.57843 6.15811 -1.85511
H -0.41127 5.55331 -0.67548
H 1.19060 3.24097 -2.67152
H 0.60735 3.57162 -1.09514
H 1.97349 4.44387 -1.77659
H -0.25308 7.60999 -3.71398
H 0.41822 8.90201 -2.90178
C -0.72594 -0.79496 6.89183
C -1.56235 -2.04618 6.42835
C -2.49980 -1.61623 5.27319
O -3.60715 -0.83488 5.82867
C -4.69884 -0.83072 5.01579
N -0.58429 -3.07472 5.98863
H -1.42988 -0.07658 7.31195
H -0.17264 -0.37322 6.05273
H 0.02518 -1.13038 7.60696
H -2.06505 -2.41923 7.32067
H -2.85445 -2.57022 4.88304
H -2.03107 -1.05871 4.46229
H -5.39904 -0.22541 5.59149
H -5.05013 -1.82956 4.75692
H -4.54485 -0.38642 4.03244
H -1.07687 -3.82178 5.52025
H 0.01477 -3.36322 6.74889
C -0.13401 0.79019 0.26103
C 0.07584 -0.52480 -0.53611
C -1.03380 -1.57968 -0.51467
O -1.26888 -1.80070 0.90306
C -2.61513 -2.17760 1.24557
N 0.49783 -0.17565 -1.86932
H -0.47988 0.50306 1.25401
H -0.92961 1.33226 -0.25011
H 0.83594 1.27843 0.35547
H 0.94325 -1.02110 -0.10092
H -0.85443 -2.42651 -1.17709
H -1.88028 -1.03938 -0.93850
H -3.21220 -1.28610 1.05360
H -2.73172 -2.39561 2.30715
H -3.00951 -3.00208 0.65159
H -0.08196 0.44083 -2.42060
H 1.22190 0.46354 -1.57391
*
```

These are the Mulliken partial charges, in e, on atoms 1 to 6: -0.63, 0.32, 0.25, -0.70, 0.30, 0.35

=====

6.
C5H4N2O | ωB97M-V with the def2-TZVPD basis set

Results
SMILES: [H]/N=C/C=C1/NC1=C=O
Kohn-Sham gap: 8.92 eV
highest occupied orbital energy: -0.32633 Eh
ΔE to the lowest compared entry with this formula, charge and spin: 399.38 kJ/mol

Structure (ORCA input):
```
! RIJCOSX wB97M-V def2-TZVPD def2/J DEFGRID3
* xyz 0 1
H -1.09448 2.79720 0.21161
N -0.69596 1.86930 -0.01921
C -1.45849 0.84756 -0.13781
C -1.15830 -0.56260 -0.33807
C 0.09415 -0.97897 -0.16896
N 0.97365 -2.01633 0.04193
C 1.45218 -0.58537 -0.03293
C 2.41862 0.27140 -0.03501
O 3.11859 1.20054 0.10699
H -2.55108 0.79583 -0.21026
H -2.04097 -1.20845 -0.40674
H 0.94207 -2.43010 0.98848
*
```

These are the Mulliken partial charges, in e, on atoms 1 to 6: 0.23, -0.57, 0.19, -0.73, 0.24, -0.51

=====

7.
C5H14NO2 | ωB97M-V with the def2-TZVPD basis set

Results
Kohn-Sham gap: 5.75 eV
highest occupied orbital energy: -0.10345 Eh
ΔE to the lowest compared entry with this formula, charge and spin: 914.86 kJ/mol

Structure (ORCA input):
```
! RIJCOSX wB97M-V def2-TZVPD def2/J DEFGRID3
* xyz -1 1
C 2.64901 0.60457 2.53853
N 0.29667 0.60678 0.77890
C -1.75268 -0.15958 -1.26769
C -1.16409 0.32976 0.08610
C 0.52047 -0.33792 -0.07035
C 1.25006 -0.18217 -1.36685
O 0.85013 -1.06932 -2.70092
H 2.27948 0.82205 3.53368
H 2.18296 -0.15881 1.94593
H 2.54715 1.49490 1.90684
H 3.73728 0.50230 2.56362
H -2.82892 0.02129 -1.28756
H -1.24764 0.30325 -2.12441
H -1.67539 -1.21703 -1.37409
H -1.68278 1.27936 0.13497
H -1.59262 -0.33297 0.83367
H 0.46678 -1.34322 0.38454
H 0.56451 -0.10390 -2.49461
H 1.82334 0.73782 -1.26165
H -4.87767 -0.20167 0.67568
H 1.92152 -1.04383 -1.45128
O -4.26758 -0.55164 0.01696
*
```

These are the Mulliken partial charges, in e, on atoms 1 to 6: -0.90, -0.62, -1.29, -0.73, 0.73, -0.93